Computed, not measured: one molecule with the formula C31H33N3O2, with ωB97M-V/def2-TZVPD.

Structure (XYZ):
```
69
C31H33N3O2 (ωB97M-V/def2-TZVPD)
O 4.25 -1.75 1.25
C 3.09 -1.70 1.57
C 2.51 -1.91 2.95
C 1.02 -1.87 2.72
C 0.06 -2.18 3.61
C -1.36 -2.29 3.25
C -1.78 -3.13 2.23
C -3.13 -3.26 1.94
C -4.07 -2.55 2.67
C -3.66 -1.72 3.70
C -2.31 -1.60 4.00
C 0.36 -2.48 5.02
C 1.11 -1.60 5.81
C 1.35 -1.89 7.14
C 0.87 -3.06 7.70
C 0.11 -3.93 6.93
C -0.15 -3.64 5.60
C 0.80 -1.48 1.32
O -0.23 -1.24 0.74
N 2.05 -1.41 0.72
C 2.24 -1.07 -0.67
C 2.86 0.31 -0.85
C 2.03 1.44 -0.24
C 0.63 1.54 -0.83
N 0.64 1.44 -2.28
C 1.11 2.66 -2.93
C 1.23 2.40 -4.43
N -0.03 2.00 -5.02
C -0.93 2.94 -5.50
C -0.72 4.32 -5.39
C -1.60 5.22 -5.95
C -2.72 4.79 -6.64
C -2.94 3.43 -6.76
C -2.06 2.52 -6.21
C -0.51 0.81 -4.34
C -0.65 1.07 -2.83
H 2.84 -2.85 3.39
H 2.86 -1.11 3.60
H -1.05 -3.70 1.67
H -3.44 -3.92 1.15
H -5.12 -2.65 2.44
H -4.39 -1.16 4.27
H -1.99 -0.95 4.80
H 1.47 -0.68 5.39
H 1.93 -1.20 7.74
H 1.06 -3.29 8.74
H -0.28 -4.84 7.36
H -0.74 -4.31 5.00
H 1.26 -1.12 -1.15
H 2.91 -1.82 -1.11
H 2.97 0.49 -1.92
H 3.86 0.31 -0.40
H 2.57 2.38 -0.39
H 1.93 1.29 0.84
H 0.02 0.71 -0.45
H 0.15 2.48 -0.49
H 2.09 2.92 -2.52
H 0.42 3.50 -2.75
H 1.62 3.27 -4.95
H 1.93 1.57 -4.58
H 0.13 4.70 -4.85
H -1.41 6.28 -5.84
H -3.41 5.50 -7.07
H -3.80 3.07 -7.31
H -2.24 1.46 -6.36
H -1.48 0.51 -4.74
H 0.21 0.01 -4.50
H -0.99 0.16 -2.33
H -1.41 1.86 -2.67
```

Lowest unoccupied orbital energy: -0.086 eV
M: 479.6 g/mol
ΔE to the lowest compared entry with this formula, charge and spin: 0.0 kJ/mol
E_HOMO: -0.2753 Ha
E_tot: -1515.87290 Ha
Total charge: 0
SMILES: O=C1CC(=C(c2ccccc2)c2ccccc2)C(=O)N1CCCCN1CCN(c2ccccc2)CC1
Kohn-Sham gap: 0.272 hartree

Computed, not measured: C31H34AsBrI2N6O3STl as an isolated structure, with ωB97M-V/def2-TZVPD.

Structure (XYZ):
```
80
C31H34AsBrI2N6O3STl (ωB97M-V/def2-TZVPD)
Tl 0.59 0.37 -0.46
C -0.77 2.56 3.80
C -0.22 2.36 2.42
N -0.86 1.81 1.46
N -2.08 1.25 1.74
C -2.98 1.43 0.78
N -4.14 0.70 0.96
S -2.88 2.49 -0.55
C 1.15 2.84 2.11
C 1.89 3.55 3.07
C 3.15 4.00 2.75
C 3.67 3.72 1.49
C 2.88 3.00 0.61
N 1.66 2.58 0.91
H -1.81 2.24 3.81
H -0.72 3.61 4.10
H -0.22 1.98 4.55
H -4.02 -0.17 1.45
H -4.73 0.67 0.14
H 1.47 3.74 4.05
H 3.73 4.55 3.48
H 4.66 4.04 1.20
H 3.25 2.71 -0.36
I 1.40 -2.40 -3.33
C 3.04 -2.06 -2.04
I 2.85 -2.96 -0.12
H 3.11 -0.98 -1.90
H 3.92 -2.49 -2.50
C 0.27 -1.28 3.07
As -1.18 -2.04 2.00
C -2.58 -1.86 3.35
C -0.72 -3.96 2.26
C -0.61 -4.43 3.67
C -1.71 -4.92 4.36
C -1.61 -5.31 5.69
C -0.40 -5.21 6.36
C 0.71 -4.72 5.69
C 0.61 -4.34 4.36
H 0.27 -1.68 4.08
H 0.13 -0.20 3.09
H 1.23 -1.48 2.59
H -2.25 -2.22 4.32
H -3.47 -2.42 3.05
H -2.82 -0.80 3.39
H 0.22 -4.10 1.73
H -1.49 -4.53 1.72
H -2.66 -5.00 3.85
H -2.49 -5.69 6.20
H -0.33 -5.50 7.40
H 1.66 -4.64 6.20
H 1.48 -3.97 3.84
Br 0.43 2.16 -5.53
C 2.08 2.97 -5.03
C 2.61 3.86 -5.95
C 3.83 4.47 -5.71
C 4.53 4.17 -4.54
C 3.99 3.27 -3.65
C 2.75 2.66 -3.86
C 2.23 1.72 -2.77
O 3.10 1.12 -2.10
O 0.99 1.65 -2.63
H 2.07 4.07 -6.86
H 4.24 5.17 -6.43
H 5.48 4.63 -4.34
H 4.52 2.99 -2.74
N -3.48 -0.62 -6.71
C -3.77 -1.31 -5.58
O -4.55 -2.24 -5.56
C -3.05 -0.85 -4.34
C -2.52 0.43 -4.20
C -1.85 0.75 -3.03
N -1.68 -0.12 -2.04
C -2.21 -1.33 -2.16
C -2.92 -1.74 -3.28
H -3.90 -0.94 -7.57
H -2.72 0.03 -6.75
H -2.63 1.18 -4.96
H -1.42 1.73 -2.88
H -2.05 -2.00 -1.33
H -3.34 -2.73 -3.35
```

Lowest unoccupied orbital energy: 2.033 eV
M: 1183.7 g/mol
E_HOMO: -0.1545 Ha
E_tot: -7731.93797 Ha
Total charge: -1
Kohn-Sham gap: 0.229 hartree

Computed, not measured: C31H34BrInN7O3Se2 as an isolated structure, with ωB97M-V/def2-TZVPD.

Structure (XYZ):
```
79
C31H34BrInN7O3Se2 (ωB97M-V/def2-TZVPD)
In 13.70 -14.01 -1.31
C 11.85 -10.49 1.78
C 11.11 -11.66 1.18
C 10.44 -12.51 2.02
C 9.64 -13.51 1.51
C 9.77 -13.73 0.15
C 10.55 -12.85 -0.63
N 11.21 -11.83 -0.14
C 10.71 -12.96 -2.14
C 9.58 -12.85 -2.95
C 9.77 -12.84 -4.31
C 11.09 -12.85 -4.82
C 12.16 -13.03 -3.95
N 12.00 -13.09 -2.61
C 13.57 -12.98 -4.54
C 13.72 -13.58 -5.77
C 14.97 -13.43 -6.46
C 15.98 -12.66 -5.84
C 15.74 -12.21 -4.54
C 16.76 -11.42 -3.80
N 14.55 -12.38 -3.90
H 11.84 -9.65 1.13
H 12.89 -10.78 1.97
H 11.41 -10.18 2.73
H 10.47 -12.38 3.09
H 9.15 -14.18 2.08
H 9.18 -14.48 -0.37
H 8.57 -12.78 -2.53
H 8.90 -12.59 -4.96
H 11.37 -12.74 -5.84
H 12.87 -14.05 -6.24
H 15.11 -13.88 -7.45
H 16.84 -12.37 -6.42
H 17.73 -11.99 -3.57
H 16.34 -11.06 -2.87
H 17.09 -10.60 -4.45
O 17.30 -17.96 -2.81
C 17.29 -16.91 -1.88
C 17.15 -15.68 -2.69
C 18.31 -15.56 -3.73
O 18.37 -16.28 -4.91
C 15.83 -15.52 -3.51
Se 14.14 -16.12 -2.71
C 17.36 -14.41 -1.79
Se 16.45 -14.11 -0.08
H 17.13 -18.81 -2.45
H 18.15 -16.80 -1.24
H 16.32 -16.96 -1.26
H 19.24 -15.81 -3.14
H 18.52 -14.51 -3.93
H 18.18 -17.19 -4.76
H 15.88 -16.18 -4.40
H 15.76 -14.48 -3.80
H 17.20 -13.56 -2.47
H 18.39 -14.40 -1.40
O 16.84 -8.90 0.72
C 16.08 -9.93 0.29
C 14.80 -9.77 -0.15
C 14.08 -10.87 -0.60
N 14.63 -12.08 -0.65
C 15.88 -12.27 -0.20
Br 15.19 -11.96 2.99
C 16.65 -11.22 0.25
H 16.33 -8.09 0.89
H 14.49 -8.74 -0.26
H 13.03 -10.78 -0.86
H 17.69 -11.35 0.54
N 13.04 -14.14 4.21
C 12.71 -14.71 3.03
C 13.11 -14.10 1.80
N 12.89 -14.72 0.66
C 12.17 -15.86 0.61
C 11.78 -16.39 1.83
N 12.07 -15.87 3.03
H 13.68 -13.27 4.22
H 12.99 -14.77 4.97
H 13.60 -13.09 1.76
H 11.87 -16.38 -0.31
H 11.11 -17.27 1.87
```

Lowest unoccupied orbital energy: -3.263 eV
M: 905.3 g/mol
ΔE to the lowest compared entry with this formula, charge and spin: 144.3 kJ/mol
E_HOMO: -0.3737 Ha
E_tot: -9377.56657 Ha
Total charge: +1
Kohn-Sham gap: 0.254 hartree

Question: The highest E_HOMO belongs to which entry?
Answer: C31H34AsBrI2N6O3STl